[1]
Entry from the Open Molecules 2025 dataset: C13H26InO6 as an isolated structure in a non-equilibrium geometry (ωB97M-V/def2-TZVPD).

Last column: Löwdin charge in e.
Cartesian coordinates (Å):
1 C -0.26 1.09 1.86  -0.062
2 C -1.54 0.21 1.73  -0.274
3 O -2.00 0.06 0.40  -0.171
4 C -1.08 -0.66 -0.41  -0.186
5 C -0.71 0.24 -1.64  -0.255
6 O 0.68 0.37 -1.71  -0.279
7 C 1.08 1.16 -2.85  -0.368
8 In 0.33 3.31 -2.84  0.229
9 H 0.28 0.73 2.77  0.071
10 H -0.48 2.16 1.94  0.081
11 H 0.44 0.95 1.01  0.066
12 H -2.34 0.76 2.27  0.115
13 H -1.42 -0.77 2.24  0.110
14 H -1.51 -1.60 -0.81  0.104
15 H -0.12 -0.89 0.09  0.120
16 H -1.16 -0.19 -2.56  0.119
17 H -1.23 1.20 -1.47  0.086
18 H 0.81 0.68 -3.82  0.030
19 H 2.19 1.19 -2.81  0.014
20 H 1.09 4.29 -4.12  -0.170
21 H 0.68 3.99 -1.21  -0.115
22 H -1.47 3.22 -3.08  -0.150
23 O 2.48 4.25 0.26  0.076
24 C 3.38 3.52 0.52  -0.487
25 O 4.00 3.47 1.73  0.012
26 C 5.11 2.56 1.67  -0.179
27 C 4.80 1.64 0.50  -0.162
28 C 4.03 2.55 -0.44  -0.067
29 H 6.02 3.14 1.51  0.120
30 H 5.19 2.02 2.61  0.118
31 H 5.70 1.20 0.05  0.111
32 H 4.16 0.82 0.83  0.118
33 H 4.69 3.11 -1.11  0.136
34 H 3.28 2.01 -1.01  0.107
35 O -3.89 -5.87 2.76  0.111
36 C -3.85 -5.07 1.87  -0.496
37 O -3.81 -3.73 2.07  0.032
38 C -3.88 -3.05 0.80  -0.144
39 C -3.41 -4.06 -0.22  -0.164
40 C -3.88 -5.38 0.39  -0.083
41 H -4.91 -2.74 0.63  0.131
42 H -3.25 -2.16 0.83  0.106
43 H -3.80 -3.87 -1.22  0.119
44 H -2.32 -4.05 -0.27  0.116
45 H -4.90 -5.62 0.10  0.130
46 H -3.21 -6.20 0.15  0.124

Values from the calculation:
energy	-31359.020	eV
frontier orbital gap	6.52	eV
total charge	-1

***

[2]
Entry from the Open Molecules 2025 dataset: a 3-piece molecular cluster, C13H26N2O2P overall in a non-equilibrium geometry (ωB97M-V/def2-TZVPD).

Last column: Löwdin charge in e.
Cartesian coordinates (Å):
1 O -0.50 0.30 0.40  0.035
2 C -1.44 -0.18 -0.14  -0.347
3 O -1.42 -0.75 -1.33  0.018
4 C -0.33 -0.35 -2.16  -0.146
5 C 0.72 -1.46 -2.21  -0.143
6 C 2.15 -0.94 -1.95  -0.251
7 C 2.90 -1.78 -0.93  -0.337
8 P 2.44 -1.17 0.74  1.115
9 H -2.40 -0.23 0.37  0.146
10 H -0.73 -0.21 -3.15  0.132
11 H 0.10 0.59 -1.87  0.115
12 H 0.70 -1.95 -3.16  0.118
13 H 0.42 -2.21 -1.49  0.116
14 H 2.68 -0.92 -2.88  0.119
15 H 2.06 0.07 -1.59  0.078
16 H 2.69 -2.84 -0.99  0.094
17 H 3.96 -1.58 -1.02  0.067
18 H 3.55 -0.55 1.34  0.006
19 H 1.95 -2.19 1.57  0.010
20 H 1.44 -0.20 0.64  -0.010
21 C -7.08 -0.78 1.90  -0.104
22 C -5.57 -0.81 2.15  -0.268
23 C -4.94 -2.16 1.80  -0.206
24 C -5.40 -3.24 2.67  -0.236
25 N -5.76 -4.09 3.35  0.155
26 H -7.60 -1.50 2.54  0.077
27 H -7.48 0.21 2.12  0.075
28 H -7.30 -1.02 0.86  0.078
29 H -5.37 -0.57 3.20  0.113
30 H -5.10 -0.04 1.55  0.097
31 H -3.85 -2.09 1.89  0.101
32 H -5.15 -2.41 0.76  0.119
33 C 3.62 3.13 0.88  -0.113
34 C 4.28 3.89 -0.26  -0.249
35 C 4.20 3.10 -1.57  -0.185
36 C 4.91 1.82 -1.48  -0.227
37 N 5.41 0.79 -1.41  0.155
38 H 4.15 2.20 1.07  0.056
39 H 3.61 3.72 1.80  0.080
40 H 2.58 2.89 0.62  0.071
41 H 5.32 4.10 0.00  0.119
42 H 3.79 4.85 -0.41  0.115
43 H 4.61 3.68 -2.39  0.125
44 H 3.16 2.89 -1.81  0.115

Values from the calculation:
energy	-30258.650	eV
frontier orbital gap	10.43	eV
total charge	+1

***

[3]
Entry from the Open Molecules 2025 dataset: C13H26N5O3PTc as an isolated structure in a non-equilibrium geometry (ωB97M-V/def2-TZVPD).

Last column: Löwdin charge in e.
Cartesian coordinates (Å):
1 Tc -0.24 -0.22 1.11  0.962
2 C -2.20 -0.09 0.96  -0.172
3 O -3.36 0.07 0.93  0.233
4 C -0.42 1.61 1.64  -0.208
5 O -0.50 2.73 1.94  0.263
6 C 1.61 0.12 1.73  -0.168
7 O 2.69 0.39 2.09  0.230
8 C -1.41 1.20 -1.95  -0.441
9 P 0.03 0.40 -1.08  1.024
10 H 0.43 -1.14 -2.85  0.138
11 H -2.27 0.56 -1.68  0.130
12 C 1.53 1.21 -1.81  -0.444
13 H 1.31 1.25 -2.89  0.132
14 C -1.23 1.18 -3.47  -0.024
15 H -0.97 0.19 -3.86  0.093
16 H -0.49 1.92 -3.80  0.115
17 H -2.20 1.45 -3.91  0.150
18 C -1.71 2.61 -1.46  -0.035
19 H -0.93 3.33 -1.75  0.093
20 C 1.02 -2.19 -1.04  -0.087
21 H -1.85 2.66 -0.37  0.071
22 H -2.65 2.94 -1.93  0.145
23 C -1.35 -1.92 -1.89  -0.063
24 H 0.90 -2.08 0.06  0.020
25 H 0.79 -3.24 -1.28  0.112
26 H 2.08 -2.02 -1.26  0.085
27 C 0.05 -1.30 -1.83  -0.476
28 H -1.24 -3.01 -1.95  0.113
29 H -1.93 -1.58 -2.76  0.106
30 H -1.94 -1.70 -0.98  0.056
31 C 2.85 0.44 -1.64  -0.035
32 H 3.11 0.30 -0.59  0.083
33 H 3.65 1.05 -2.10  0.141
34 H 2.85 -0.53 -2.15  0.088
35 C 1.72 2.63 -1.29  -0.040
36 H 1.84 2.65 -0.20  0.090
37 H 0.90 3.30 -1.56  0.076
38 H 2.64 3.03 -1.74  0.138
39 H -0.50 -3.96 0.85  0.117
40 H -0.49 -3.50 1.44  0.028
41 N -0.07 -0.34 6.42  0.469
42 N 0.01 -1.01 5.21  -0.118
43 N -0.68 -2.17 5.01  0.255
44 C -0.76 -2.20 3.69  -0.058
45 N -0.26 -1.07 3.11  -0.061
46 N 0.19 -0.29 4.10  0.166
47 H 0.65 0.37 6.45  0.193
48 H -0.05 -1.01 7.18  0.200
49 H -1.17 -3.03 3.14  0.115

Values from the calculation:
energy	-38929.835	eV
frontier orbital gap (alpha / beta)	8.81 / 4.94	eV
total charge	+4
multiplicity	4

***

[4]
Entry from the Open Molecules 2025 dataset: a 7-piece molecular cluster, C13H26NO19 overall in a non-equilibrium geometry (ωB97M-V/def2-TZVPD).

Last column: Löwdin charge in e.
Cartesian coordinates (Å):
1 N 0.67 -21.71 8.77  -0.781
2 O -0.31 -21.55 9.47  -0.112
3 O 0.52 -21.59 7.59  -0.087
4 O 1.69 -22.11 9.19  -0.019
5 O 7.48 -19.20 12.90  -0.685
6 H 7.68 -18.45 13.50  -0.268
7 O 7.56 -18.62 8.65  0.065
8 C 6.91 -19.44 7.86  -0.919
9 O 6.46 -20.54 8.13  -0.069
10 O 6.63 -19.26 6.62  -0.191
11 H 7.53 -18.91 9.56  0.099
12 C 11.95 -20.59 11.00  -0.023
13 O 12.17 -21.41 9.80  -0.042
14 C 11.46 -22.55 9.61  -0.460
15 O 10.66 -23.03 10.47  0.077
16 O 11.65 -22.92 8.26  -0.057
17 C 10.74 -23.85 7.60  -0.042
18 H 10.93 -20.58 11.38  0.099
19 H 12.21 -19.61 10.59  0.089
20 H 12.47 -20.83 11.93  0.079
21 H 10.72 -24.79 8.16  0.080
22 H 10.92 -23.97 6.54  0.083
23 H 9.71 -23.51 7.68  0.101
24 C 8.75 -13.16 10.11  -0.038
25 O 9.03 -11.79 9.86  0.009
26 C 8.85 -11.34 8.63  -0.559
27 O 8.13 -11.82 7.77  0.109
28 O 9.47 -10.13 8.46  -0.037
29 C 9.24 -9.41 7.24  -0.054
30 H 8.26 -13.17 11.09  0.101
31 H 9.59 -13.86 10.05  0.099
32 H 8.12 -13.70 9.41  0.101
33 H 8.97 -10.06 6.40  0.090
34 H 10.16 -8.92 6.92  0.083
35 H 8.47 -8.71 7.56  0.095
36 C 3.02 -17.09 12.89  -0.005
37 O 2.05 -17.25 13.93  -0.015
38 C 1.79 -18.43 14.42  -0.575
39 O 2.11 -19.50 13.89  0.120
40 O 0.94 -18.20 15.44  -0.012
41 C 0.01 -19.15 15.97  -0.068
42 H 2.90 -16.10 12.45  0.084
43 H 2.92 -17.88 12.15  0.112
44 H 4.01 -17.05 13.35  0.102
45 H 0.28 -20.21 16.03  0.089
46 H -0.97 -19.12 15.50  0.086
47 H -0.22 -19.01 17.02  0.072
48 C 7.19 -14.29 2.62  0.007
49 O 7.22 -13.83 1.22  0.012
50 C 6.33 -12.95 0.87  -0.607
51 O 5.57 -12.39 1.69  0.064
52 O 6.44 -12.59 -0.41  -0.015
53 C 5.44 -11.69 -0.99  -0.025
54 H 8.04 -14.96 2.73  0.098
55 H 6.28 -14.86 2.81  0.103
56 H 7.15 -13.50 3.37  0.095
57 H 5.33 -10.73 -0.49  0.085
58 H 4.49 -12.19 -0.80  0.093
59 H 5.67 -11.49 -2.04  0.086

Values from the calculation:
energy	-54284.062	eV
frontier orbital gap	1.93	eV
total charge	-3